1.
21
Properties=species:S:1:pos:R:3:nbo_charge:R:1 method="wB97M-V/def2-TZVPD" homo_energy_ev=-7.08
H 0.048 2.631 1.030 0.208
C 0.343 1.620 1.323 -0.607
H -1.773 2.250 -0.724 0.238
C 1.838 -1.612 0.499 -0.688
H 2.840 -1.247 0.262 0.251
O -0.340 0.559 -2.424 -0.648
H -2.736 0.945 -1.419 0.233
H -0.547 1.116 1.704 0.199
H 1.948 1.260 -0.120 0.200
C -1.920 1.170 -0.729 -0.714
H 1.679 -2.567 -0.010 0.214
N -1.077 -1.954 -0.507 -0.636
H 1.810 -1.779 1.579 0.239
C -0.661 0.507 -1.247 0.655
H -1.182 -2.269 -1.468 0.375
N -0.274 -0.809 -0.506 -0.221
H -2.197 0.840 0.270 0.214
C 0.855 -0.561 0.100 0.358
C 0.971 0.868 0.162 -0.431
H 1.037 1.720 2.167 0.197
H -0.662 -2.687 0.058 0.364

***

2.
21
Properties=species:S:1:pos:R:3:nbo_charge:R:1 method="wB97M-V/def2-TZVPD" homo_energy_ev=-8.63
H -0.188 -2.087 3.178 0.168
H 2.153 0.611 -1.350 0.232
H -0.670 -1.300 -3.882 0.200
C -0.290 0.161 -1.098 0.097
C 1.694 1.346 -0.708 -0.612
H 0.774 0.297 0.960 0.235
H -2.893 -0.554 -2.752 0.412
H -2.247 0.512 -0.412 0.205
N -1.998 -0.473 -2.378 -0.520
H 1.361 -1.403 2.498 0.153
H -0.949 -0.082 2.717 0.461
H 1.323 2.067 -1.488 0.201
C -0.807 -0.761 -2.991 0.172
N 0.240 -0.321 -2.268 -0.473
H 2.496 1.848 -0.121 0.205
C 0.412 0.780 0.037 -0.451
H 1.024 -1.164 4.141 0.182
C 0.509 -1.252 3.244 -0.250
O -0.095 -0.003 3.275 -0.710
H -0.206 1.587 0.570 0.211
C -1.642 0.191 -1.171 -0.118

***

3.
21
Properties=species:S:1:pos:R:3:nbo_charge:R:1 method="wB97M-V/def2-TZVPD" homo_energy_ev="-9.34 / -6.41"
H -2.661 -1.341 0.359 0.492
C 0.246 1.029 0.981 -0.443
H -1.901 0.120 -0.957 0.177
H 1.383 1.700 -0.601 0.200
H 2.636 -0.827 0.892 0.212
H 1.708 -2.085 0.535 0.204
H 2.550 0.074 -1.162 0.202
C 0.277 -0.545 0.920 -0.139
H 0.823 1.341 1.790 0.219
C 0.455 1.335 -0.503 -0.258
N -0.344 -0.864 -0.283 -0.149
O -3.385 -0.679 0.302 -0.641
H -0.329 1.934 -1.047 0.218
H 1.950 -1.460 -1.587 0.210
H -0.716 1.410 1.334 0.215
H -3.508 1.079 -0.579 0.141
N 0.332 0.037 -1.195 -0.314
C 1.701 -1.033 0.469 -0.431
C -2.917 0.197 -0.510 -0.093
C 1.662 -0.547 -1.068 -0.250
H 0.037 -0.874 1.911 0.227

***

4.
21
Properties=species:S:1:pos:R:3:nbo_charge:R:1 method="wB97M-V/def2-TZVPD" homo_energy_ev="-9.20 / -9.20"
H -2.194 -0.512 -0.332 0.214
H 0.628 -0.967 2.115 0.199
C 0.302 0.068 1.998 -0.397
H -1.789 -0.461 2.112 0.215
H -0.829 -1.563 0.081 0.221
H 1.491 -0.849 -0.356 0.233
N -0.293 -0.321 -2.155 0.034
H 0.988 1.854 1.010 0.195
H -1.478 1.122 1.400 0.196
C 1.188 0.199 -0.351 -0.395
O 0.830 -2.203 -2.462 -0.316
H 0.321 0.542 2.980 0.210
H 2.274 0.720 1.421 0.216
C -0.250 0.266 -0.885 -0.121
C -1.173 -0.528 0.055 -0.391
H 1.851 0.741 -1.027 0.215
N -0.748 0.154 -3.166 -0.277
C 1.251 0.793 1.050 -0.397
C -1.122 0.090 1.447 -0.396
H -0.653 -0.454 -3.986 0.349
H -0.596 1.311 -0.950 0.194

***

5.
21
Properties=species:S:1:pos:R:3:nbo_charge:R:1 method="wB97M-V/def2-TZVPD" homo_energy_ev=-8.50
H 0.474 -0.343 0.297 0.333
H -0.640 -3.001 -1.068 0.198
C -0.407 0.755 -0.282 0.505
H -2.144 -0.008 0.750 0.246
H 1.047 -0.249 -2.497 0.245
C 0.322 0.882 1.417 0.325
H 1.822 2.105 2.128 0.389
H 0.117 0.688 3.324 0.335
O 0.136 1.520 -1.068 -0.659
H 2.255 -0.902 -1.417 0.225
H -1.259 -2.107 0.413 0.212
H -2.381 0.400 -0.984 0.226
H 1.239 -2.001 -2.376 0.218
N -0.282 0.407 2.426 -0.756
C -0.588 -2.123 -0.434 -0.329
C 0.239 -1.122 -0.712 -0.197
C 1.248 -1.070 -1.808 -0.658
H 1.541 2.110 0.392 0.422
N 1.392 1.704 1.309 -0.840
C -1.894 0.681 -0.051 -0.684
H -2.238 1.673 0.241 0.246

***

6.
21
Properties=species:S:1:pos:R:3:nbo_charge:R:1 method="wB97M-V/def2-TZVPD" homo_energy_ev=-7.78
H 2.436 -0.034 -2.167 0.190
N 1.124 -1.182 1.210 -0.851
N -2.221 0.565 -1.093 -0.878
H 1.787 -1.890 0.937 0.411
H -2.229 1.568 -0.958 0.362
H -3.062 -0.288 1.420 0.212
H 3.302 1.098 0.551 0.181
C 1.008 -0.091 0.441 0.228
O -1.500 -1.481 -0.311 -0.731
H -3.188 0.245 -1.130 0.357
H 0.190 1.321 -1.075 0.236
H 4.118 0.576 -1.722 0.199
H 0.582 -1.230 2.060 0.402
C 0.232 0.593 -0.295 -0.284
H -1.434 -0.438 2.082 0.199
C 2.638 0.677 -0.202 -0.226
H -2.055 1.162 1.607 0.214
C -1.490 -0.102 -0.044 0.402
H -1.284 -1.586 -1.246 0.478
C 3.086 0.415 -1.422 -0.454
C -2.040 0.102 1.357 -0.647

***

7.
21
Properties=species:S:1:pos:R:3:nbo_charge:R:1 method="wB97M-V/def2-TZVPD" homo_energy_ev=-7.06
H 1.211 1.474 2.027 0.216
H 1.728 2.883 0.133 0.219
C 0.452 1.156 0.025 -0.164
N 1.342 -1.945 -0.476 -0.574
C -1.293 -1.420 -0.307 -0.303
H -1.805 -0.551 0.106 0.190
H 0.947 -2.698 0.117 0.371
C 0.181 0.258 -0.970 0.274
H -0.187 0.409 1.944 0.200
H -0.618 1.524 -2.158 0.481
N -1.191 -2.515 0.568 -0.869
H -1.153 -2.282 1.551 0.377
H 1.422 -0.152 1.470 0.224
H -1.733 -1.673 -1.270 0.200
O -0.316 0.606 -2.208 -0.678
C 0.750 2.603 -0.275 -0.622
C 0.500 -1.147 -0.888 0.309
C 0.732 0.700 1.425 -0.635
H 0.009 3.262 0.189 0.203
H 0.772 2.831 -1.341 0.201
H -1.751 -3.324 0.339 0.380

***

8.
21
Properties=species:S:1:pos:R:3:nbo_charge:R:1 method="wB97M-V/def2-TZVPD" homo_energy_ev=-7.99
C 0.940 0.216 1.098 -0.074
H 2.217 -0.223 2.627 0.361
H 0.749 2.163 0.108 0.199
H 1.531 -0.174 0.256 0.187
C -0.667 -0.613 -1.383 0.124
H -0.275 3.019 2.319 0.359
H -1.062 -1.911 -4.339 0.199
C 0.504 1.626 1.032 -0.042
H -1.124 0.333 1.702 0.222
H -1.117 -2.838 -2.819 0.178
O -1.211 -0.746 -2.654 -0.522
H 0.394 -1.879 -3.291 0.173
H 0.609 1.817 3.036 0.379
N 1.222 -0.266 2.433 -0.840
H 0.178 -1.272 -1.263 0.161
C -1.156 0.216 -0.453 -0.263
N 0.553 2.445 2.198 -0.834
C -0.509 0.511 0.845 -0.289
C -0.719 -1.932 -3.309 -0.254
H -2.065 0.776 -0.650 0.213
H 1.009 -1.270 2.509 0.363

***

9.
21
Properties=species:S:1:pos:R:3:nbo_charge:R:1 method="wB97M-V/def2-TZVPD" homo_energy_ev="-7.96 / -7.96"
O 2.067 -0.382 1.159 -0.562
H -2.180 -1.274 -1.549 0.366
H 0.265 2.445 -0.080 0.211
H -0.636 -1.505 2.518 0.225
N -1.776 -0.339 -1.482 -0.642
H -2.243 0.348 -2.069 0.375
H -2.282 -1.015 2.017 0.230
H 2.303 0.464 -1.275 0.211
C 1.302 0.743 -0.938 -0.465
H 0.261 -1.820 -1.098 0.250
C 0.313 -1.591 -0.035 -0.557
H 1.914 2.231 0.491 0.220
C 1.270 2.149 -0.390 -0.623
H 0.643 0.589 -1.793 0.208
C -0.747 -0.657 0.542 0.163
H -1.068 0.203 2.462 0.239
H 1.626 2.868 -1.135 0.206
C -1.219 -0.761 1.972 -0.639
C 1.146 -0.391 0.341 0.572
H 0.521 -2.440 0.618 0.233
N -1.480 0.134 -0.277 -0.223

***

10.
21
Properties=species:S:1:pos:R:3:nbo_charge:R:1 method="wB97M-V/def2-TZVPD" homo_energy_ev=-8.19
N -2.453 1.190 -0.304 -0.838
C 1.064 -0.324 0.025 0.042
H -2.702 1.675 0.548 0.365
C -0.346 -0.039 0.854 -0.374
C -1.550 0.090 -0.052 0.292
C 2.303 0.324 0.581 -0.624
H 2.063 1.122 1.290 0.221
H 1.733 -2.372 -0.121 0.204
N -2.349 -1.078 0.127 -0.815
H 2.914 -0.418 1.106 0.219
H 0.416 -1.971 -1.239 0.216
H -3.219 -1.001 -0.390 0.366
H -2.014 1.859 -0.939 0.388
H 2.910 0.759 -0.220 0.230
C 1.316 -1.584 -0.755 -0.611
O 0.175 1.914 -0.567 -0.732
H -1.898 -1.966 -0.037 0.372
H 2.054 -1.375 -1.542 0.212
C -0.080 0.495 -0.467 0.189
H -0.219 0.353 1.846 0.209
H -0.119 2.348 0.255 0.469

***

11.
21
Properties=species:S:1:pos:R:3:nbo_charge:R:1 method="wB97M-V/def2-TZVPD" homo_energy_ev=-8.11
C -0.230 2.245 0.479 -0.262
H 0.897 2.090 0.184 0.210
H 0.435 3.249 2.276 0.375
C 0.093 -0.363 0.727 -0.055
H 1.287 -2.371 1.090 0.239
H -0.373 -2.921 0.862 0.236
C 0.665 -1.810 -1.046 0.033
H -0.353 -0.759 -2.449 0.231
N -0.552 -0.026 -0.490 -0.506
N -0.477 2.587 1.931 -0.876
H -0.551 2.894 -0.406 0.189
C -0.966 0.894 0.471 0.049
H 1.151 0.114 -1.631 0.108
H -2.089 0.864 0.598 0.219
H -0.950 -2.543 -1.316 0.450
H 1.631 -1.789 -1.529 0.200
C 0.130 -0.490 -1.500 -0.201
H 1.203 0.090 0.838 0.144
O -0.024 -2.741 -1.933 -0.697
C 0.395 -1.948 0.496 -0.468
H -1.323 2.735 2.349 0.380

***

12.
22
Properties=species:S:1:pos:R:3:nbo_charge:R:1 method="wB97M-V/def2-TZVPD" homo_energy_ev=-9.79
H -1.896 1.014 0.993 0.226
O 3.272 0.310 -0.997 -0.526
H -0.492 -2.306 -1.436 0.228
H -2.762 -0.553 1.103 0.233
H -0.286 1.390 -1.011 0.196
H 0.456 -0.033 -1.752 0.219
H -0.159 -2.197 0.311 0.213
H -1.103 -0.418 1.703 0.202
H 2.656 2.543 1.823 0.465
C 2.712 0.379 0.078 0.606
C -1.233 -0.493 -0.455 -0.157
H 0.812 -0.022 1.116 0.378
C -1.791 -0.076 0.917 -0.594
H 3.118 -0.071 1.005 0.149
C -0.905 -1.995 -0.468 -0.593
N -3.090 -0.011 -2.266 -0.312
N 1.047 0.336 0.198 -0.772
C -2.259 -0.216 -1.488 0.290
H 1.316 2.046 0.793 0.507
H -1.801 -2.591 -0.253 0.225
C 0.020 0.350 -0.821 -0.206
O 2.368 2.614 0.907 -0.977

***

13.
23
Properties=species:S:1:pos:R:3:nbo_charge:R:1 method="wB97M-V/def2-TZVPD" homo_energy_ev=-7.10
H 2.722 1.299 0.589 0.179
N 1.144 0.112 -0.247 -0.480
H 0.492 0.130 2.430 0.205
H -3.857 -0.059 -0.975 0.402
O -0.905 -1.464 -1.358 -0.728
H 3.001 -0.878 0.091 0.158
O -1.944 -1.535 0.674 -0.651
H 1.011 2.003 0.354 0.222
O -1.320 1.763 -0.864 -0.513
C 1.828 1.437 -0.042 -0.404
C -0.133 -0.114 0.366 0.053
C -0.926 -1.139 -0.019 0.476
C 2.052 -0.904 -0.614 -0.407
C -2.244 1.054 -0.832 0.859
H -0.292 1.569 1.815 0.209
H -0.196 -0.929 -1.778 0.506
C -0.270 0.412 1.814 -0.655
N -3.426 0.751 -0.608 -0.757
H 1.635 -1.941 -0.596 0.217
H 2.525 -0.652 -1.557 0.184
H 2.252 1.672 -1.041 0.195
H -1.094 -0.182 2.175 0.238
H -2.055 -2.407 0.223 0.489

***

14.
24
Properties=species:S:1:pos:R:3:nbo_charge:R:1 method="wB97M-V/def2-TZVPD" homo_energy_ev=-9.66
H 0.739 -1.901 3.036 0.216
C 0.289 -1.484 2.044 -0.160
O -1.930 -0.828 0.229 -0.753
H 1.334 1.183 0.190 0.517
C 1.199 -0.997 0.907 0.315
H -1.551 1.880 0.543 0.213
H -1.002 0.075 -1.768 0.265
O 0.624 1.847 0.667 -0.707
C -0.680 2.276 -1.338 0.126
H -2.629 -0.252 0.153 0.476
C -0.605 1.543 0.081 -0.004
H -1.048 3.078 -2.844 0.368
C 0.385 -0.818 -0.521 0.020
H -0.505 -0.625 2.423 0.223
H 0.176 -1.870 -0.799 0.193
O -0.348 -2.691 1.454 -0.759
N -1.425 2.145 -2.372 -0.637
N 2.453 -0.855 0.489 -0.720
H 3.079 -1.346 1.170 0.360
C -0.911 0.067 -0.560 0.018
H 0.171 3.242 -1.212 0.136
H -1.180 -2.420 0.720 0.521
H 2.157 -0.854 -1.239 0.517
O 1.207 -0.398 -1.452 -0.744

***

15.
24
Properties=species:S:1:pos:R:3:nbo_charge:R:1 method="wB97M-V/def2-TZVPD" homo_energy_ev=-9.59
O -0.797 2.160 -0.116 -0.674
C 1.368 -1.361 -0.508 0.793
C -2.625 1.111 -1.272 -0.319
H 1.352 0.684 -0.324 0.237
H -2.457 1.792 -2.111 0.224
H -0.962 -0.903 -0.867 0.424
H 2.260 0.176 3.205 0.226
O -0.218 0.753 2.140 -0.720
C 2.182 0.325 2.110 -0.646
N -3.217 -0.145 -1.651 -0.816
H 2.400 1.372 1.849 0.211
H -3.199 -0.750 -0.771 0.360
C 0.751 -0.151 0.072 -0.195
H -0.224 1.574 1.585 0.499
C -1.255 1.109 -0.576 0.681
H -2.663 -0.574 -2.399 0.359
O 0.766 -2.212 -1.164 -0.611
H -3.368 1.643 -0.656 0.226
O 2.694 -1.405 -0.363 -0.669
N -0.569 -0.064 -0.493 -0.611
H 0.601 -1.101 1.951 0.168
H 2.999 -2.267 -0.748 0.508
H 2.956 -0.295 1.548 0.226
C 0.788 -0.075 1.635 0.118

***

16.
27
Properties=species:S:1:pos:R:3:nbo_charge:R:1 method="wB97M-V/def2-TZVPD" homo_energy_ev=-4.64 charge=-1
C 2.362 0.733 -0.397 0.884
H 0.343 -0.274 2.740 0.179
C 2.009 -1.649 -0.105 0.260
H -1.112 -1.507 -2.818 0.160
H -3.097 -0.260 1.884 0.160
C -0.172 -1.242 -2.288 -0.245
S 2.306 -3.180 -0.037 -0.195
H -3.181 1.033 0.674 0.182
O -0.394 -0.115 -1.550 -0.814
C 2.015 2.587 -1.674 -0.268
H 0.647 -1.042 -3.068 0.179
H 1.147 2.714 -2.367 0.183
N 2.611 -0.624 -0.474 -0.614
H -4.139 -0.264 0.373 0.153
O -2.098 -0.656 0.196 -0.836
H 0.106 -2.031 -1.578 0.210
O -0.663 1.269 0.628 -1.130
C -3.134 0.025 0.801 -0.216
H 1.306 -1.914 2.304 0.225
H -0.558 -1.798 2.525 0.175
P -0.589 -0.060 0.073 2.494
H 2.867 3.082 -2.157 0.165
O 2.179 1.166 -1.636 -0.490
C 0.394 -1.361 2.235 -0.421
H 1.860 2.980 -0.708 0.225
O 2.538 1.384 0.637 -0.630
N 0.385 -1.228 0.791 -0.978

***

17.
21
Properties=species:S:1:pos:R:3:nbo_charge:R:1 method="wB97M-V/def2-TZVPD" homo_energy_ev=-12.82 charge=+1
N 2.304 0.269 -1.344 -0.695
C 0.345 0.744 1.352 -0.071
H -2.128 -1.190 0.650 0.235
H -0.093 1.643 1.893 0.252
H 2.114 1.639 0.688 0.404
C -1.574 -1.624 -0.124 -0.667
H 2.523 -0.538 -2.049 0.442
C -1.720 1.214 -0.099 -0.421
C 0.914 -1.275 -0.140 -0.410
H -1.481 -2.671 -0.188 0.255
H -2.538 1.183 0.723 0.202
N 1.715 0.753 0.778 -0.533
C -0.350 -0.856 -0.112 0.302
H -1.460 2.182 -0.427 0.222
H 1.495 -2.243 -0.222 0.277
H 0.111 -0.009 2.108 0.220
N -0.509 0.526 0.151 -0.486
H 2.940 1.005 -1.366 0.405
H -2.256 0.648 -0.971 0.227
H -2.075 -1.368 -1.072 0.247
C 1.723 -0.035 -0.230 0.593

***

18.
21
Properties=species:S:1:pos:R:3:nbo_charge:R:1 method="wB97M-V/def2-TZVPD" homo_energy_ev=-14.38 charge=+1
C 1.872 0.210 -0.436 -0.060
H 2.011 -0.900 -2.084 0.211
H -1.957 -0.860 2.331 0.229
N 0.374 0.113 -0.323 -0.137
H 2.369 0.714 0.295 0.217
C -0.877 -1.585 0.768 0.141
C -1.913 -0.630 1.319 -0.301
H -2.766 -0.905 0.777 0.250
N -1.508 0.788 0.996 -0.628
H 0.042 1.599 -1.766 0.233
C 2.591 -0.325 -1.347 -0.295
H 3.663 -0.363 -1.443 0.255
H 0.031 2.028 0.569 0.246
H -1.830 1.407 1.776 0.406
H -0.791 -2.573 1.118 0.239
C -0.016 0.946 0.870 -0.060
H 0.608 0.647 1.660 0.211
C -0.362 0.527 -1.502 -0.412
H -0.302 -0.124 -2.319 0.244
N 0.088 -1.365 -0.064 -0.233
H -1.328 0.649 -1.195 0.244

***

19.
21
Properties=species:S:1:pos:R:3:nbo_charge:R:1 method="wB97M-V/def2-TZVPD" homo_energy_ev=-13.01 charge=+1
N 1.151 1.645 -0.523 -0.394
H -3.023 -0.400 1.714 0.263
H 3.903 -1.416 1.277 0.229
N -0.897 0.661 0.083 -0.415
C -1.771 -0.233 -0.069 0.486
H 1.497 -0.648 1.057 0.213
H 4.479 -0.648 -0.176 0.243
H -2.596 -1.346 -1.576 0.257
C -2.669 -0.239 -1.331 -0.682
C -0.035 1.566 0.022 0.347
C -2.189 -0.997 1.261 -0.662
H -2.340 0.363 -2.200 0.260
H -1.260 -1.010 1.961 0.240
H -3.749 -0.011 -0.947 0.269
C 3.623 -0.851 0.429 -0.405
C 2.392 -0.429 0.507 -0.006
H 1.868 2.336 -0.404 0.426
N 1.804 0.424 -0.968 -0.518
H -0.248 2.635 0.381 0.232
H -2.468 -2.019 1.103 0.248
H 2.528 0.617 -1.602 0.369

***

20.
21
Properties=species:S:1:pos:R:3:nbo_charge:R:1 method="wB97M-V/def2-TZVPD" homo_energy_ev="-13.82 / -13.80" charge=+1
H -0.089 1.459 1.621 0.235
H 0.535 1.522 -1.968 0.405
H -2.021 -2.982 0.272 0.237
H 1.494 1.796 0.955 0.246
H 1.569 -0.974 -1.513 0.226
C 0.770 1.085 1.159 -0.617
N 0.034 1.418 -1.164 -0.609
C -0.803 -1.339 0.980 0.012
H -0.804 -1.138 -0.874 0.419
H -1.616 -2.719 2.194 0.252
C -1.594 -2.402 1.079 -0.206
N -2.243 0.947 -0.828 -0.213
H 1.222 0.397 1.779 0.206
N -0.481 -0.654 -0.088 -0.340
H -1.449 2.436 -1.973 0.238
H -0.274 -0.856 1.833 0.228
C 0.512 0.398 -0.230 0.271
H 2.412 0.715 -1.306 0.249
C 1.850 -0.183 -0.764 -0.598
C -1.338 1.625 -1.253 0.129
H 2.315 -0.553 0.089 0.231

***

Values for relative energy (zero: lowest compared OMol25 entry of this formula, charge and spin), kcal per mole, ordered as above
87.68 51.24 164.09 143.05 96.09 111.92 90.43 56.76 90.07 107.03 196.51 69.48 99.63 179.02 4.66 4.00 63.08 103.89 122.01 127.05
Values for DFT total energy, eV, ordered as above
-11440.8685 -11442.4489 -11437.5550 -11438.4677 -11440.5040 -11439.8175 -11440.7495 -11442.2095 -11440.7650 -11440.0295 -11436.1492 -13489.4134 -15536.1792 -17579.9476 -17587.5088 -39759.9563 -10878.5818 -10876.8122 -10876.0262 -10875.8077